{
  "formula": "H24NO14S",
  "method": "ωB97M-V/def2-TZVPD",
  "symbols": ["N", "H", "H", "H", "H", "S", "O", "O", "O", "O", "O", "H", "H", "O", "H", "H", "O", "H", "H", "O", "H", "H", "O", "H", "H", "O", "H", "H", "O", "H", "H", "O", "H", "H", "O", "H", "H", "O", "H", "H"],
  "positions_angstrom": [[-0.2298, -0.1470, -0.0938], [0.1114, -0.8597, -0.5119], [0.1801, 0.2266, 0.8755], [-1.1757, -0.4791, -0.0521], [-0.3015, 0.7768, -0.5843], [-1.2057, 1.5573, 3.6400], [-0.6528, 2.9479, 3.6902], [-0.1957, 0.7121, 2.9968], [-1.4532, 1.1300, 4.9488], [-2.4009, 1.5448, 2.9467], [-1.6375, -2.5054, -1.4880], [-1.5595, -3.3272, -1.0458], [-2.5207, -2.2995, -1.9864], [1.0420, -3.2984, -1.6888], [0.1209, -3.0912, -1.8233], [1.4309, -2.6432, -2.1971], [0.9418, 2.9025, 1.4532], [0.3367, 3.4110, 0.9654], [0.3926, 3.0342, 2.2514], [1.6376, -0.9472, -2.9757], [0.8376, -0.3422, -3.2449], [2.1100, -1.2558, -3.7603], [-1.4185, 0.1726, -2.6438], [-2.0977, 0.6835, -2.8832], [-1.7366, -0.8559, -2.7177], [1.2103, 2.2373, -3.0500], [2.1401, 2.2479, -2.6496], [0.6193, 2.5488, -2.4187], [-0.1104, -1.8295, 2.5779], [0.2121, -2.1372, 3.4315], [-0.1019, -0.7682, 2.7245], [-2.6711, 1.8291, 0.4262], [-2.8371, 1.6361, 1.4568], [-2.6716, 2.7045, 0.3182], [1.9625, -2.6989, 0.7217], [1.6342, -3.1046, -0.1328], [1.1109, -2.3888, 1.2688], [2.9907, 0.4628, 0.3559], [2.7676, 0.9846, 1.0850], [3.1884, 1.2284, -0.1865]],
  "forces_ev_per_angstrom": [[-2.856, 8.468, 5.265], [4.896, -5.568, -3.735], [-1.019, -1.546, -1.345], [-1.166, 0.591, 1.162], [0.207, -1.503, -0.176], [4.599, 3.311, 2.589], [0.400, 0.151, -1.073], [1.913, -1.849, -2.132], [-0.297, -1.861, 4.321], [-6.615, -0.285, -4.734], [-1.848, 2.872, -2.296], [-0.956, -1.458, 0.627], [2.202, -1.729, 2.064], [-1.224, -2.640, 0.885], [-0.479, -0.022, -0.078], [1.665, 2.371, -1.492], [0.902, -0.397, 0.081], [-0.908, 1.189, -2.110], [0.069, -0.918, 1.994], [-1.966, 1.377, -0.547], [2.390, -1.531, 0.407], [-0.396, 0.477, -0.077], [3.297, -7.116, 1.004], [-4.340, 3.050, -1.445], [1.350, 4.302, 0.190], [3.571, -1.011, -1.293], [-2.258, 0.014, -0.656], [-1.380, 0.953, 1.952], [0.273, 1.447, -0.167], [-0.033, -0.072, -0.097], [-0.493, -1.317, 0.244], [-0.531, -5.971, 1.384], [1.185, 0.635, -1.357], [-0.052, 5.300, -0.347], [-2.628, 0.306, 0.564], [0.374, 0.741, 1.555], [2.365, -0.954, -1.200], [0.507, -0.383, -1.823], [-1.051, 0.715, 2.876], [0.329, -0.142, -0.983]],
  "nbo_charge": [-0.864, 0.405, 0.523, 0.438, 0.451, 2.687, -1.122, -1.135, -1.076, -1.100, -0.995, 0.512, 0.500, -0.950, 0.468, 0.491, -1.006, 0.440, 0.519, -0.984, 0.518, 0.479, -0.944, 0.472, 0.473, -0.952, 0.483, 0.470, -1.053, 0.473, 0.519, -1.054, 0.530, 0.445, -1.037, 0.475, 0.496, -0.918, 0.479, 0.442],
  "total_energy_ev": -41379.163,
  "charge": -1,
  "de_lowest_kcal_mol": 109.3,
  "lumo_ev": 1.11,
  "max_force_ev_per_a": 10.37
}

=====

{
  "formula": "H24O12",
  "method": "ωB97M-V/def2-TZVPD",
  "symbols": ["O", "H", "H", "O", "H", "H", "O", "H", "H", "O", "H", "H", "O", "H", "H", "O", "H", "H", "O", "H", "H", "O", "H", "H", "O", "H", "H", "O", "H", "H", "O", "H", "H", "O", "H", "H"],
  "positions_angstrom": [[1.7479, 1.5448, 1.6268], [2.6069, 2.0408, 1.6608], [1.1019, 2.2408, 1.6588], [1.7349, -2.8272, -0.5472], [1.0139, -3.4702, -0.5842], [1.2569, -2.1282, -0.1422], [2.1449, -2.7972, 3.0398], [1.6329, -2.0102, 2.7248], [1.8249, -2.9632, 3.8618], [-0.1671, 2.4618, -0.3032], [-0.5281, 1.8308, -0.9093], [0.7629, 2.4578, -0.4283], [0.7829, -0.3572, 3.1828], [-0.1471, -0.1432, 3.1498], [1.2749, 0.1888, 2.5338], [0.4809, 0.2128, -2.3033], [-0.1061, -0.5772, -2.3902], [1.4189, 0.0198, -2.4262], [-2.2851, 0.7148, -1.3182], [-2.9121, 1.3258, -1.7053], [-2.9241, 0.0148, -1.1532], [0.1499, -0.6122, 0.2728], [0.3939, 0.0268, 0.9508], [0.2319, -0.1822, -0.5972], [-0.7961, 2.7998, 2.2828], [-0.7981, 2.7238, 1.3478], [-1.2671, 2.0178, 2.5708], [-1.0651, -1.9582, -2.3972], [-1.9391, -1.7912, -2.7103], [-0.8131, -2.6772, -2.9572], [-2.1901, -2.0992, 0.4308], [-2.3171, -2.6422, -0.3173], [-1.4111, -1.6062, 0.2957], [0.2089, 2.8088, -3.1722], [0.5589, 3.4518, -2.5352], [0.3379, 1.9598, -2.6922]],
  "forces_ev_per_angstrom": [[2.394, 0.723, -0.577], [-0.975, -1.000, 0.067], [-1.072, 0.572, 0.535], [0.006, -1.346, -0.888], [0.455, -0.364, -0.090], [-0.426, 1.682, 0.917], [1.035, 1.391, -4.279], [0.502, -0.946, 0.621], [-1.472, -0.683, 3.775], [-0.816, 0.925, 0.729], [-0.616, -0.723, -0.588], [1.278, -0.159, -0.191], [0.483, -0.365, -0.021], [-0.207, 0.148, -0.135], [-0.398, 0.172, 0.776], [0.040, 0.396, 0.275], [0.652, 0.087, -0.339], [-0.344, -0.558, -0.117], [-0.686, -0.217, -0.276], [0.249, 0.966, -0.377], [0.432, -0.719, 0.725], [-0.144, -0.279, 0.084], [0.027, -0.038, -0.367], [0.137, 0.199, 0.279], [0.178, 0.155, 1.715], [-0.152, 0.038, -1.910], [-0.185, -0.097, 0.290], [0.249, 0.038, 0.488], [-1.188, 0.648, -0.170], [0.819, -0.873, -0.464], [-2.046, -0.170, 1.524], [0.001, -0.915, -1.166], [1.899, 1.084, -0.280], [0.500, -0.155, 0.792], [-0.326, 0.022, -0.453], [-0.282, 0.362, -0.903]],
  "nbo_charge": [-0.978, 0.497, 0.504, -0.948, 0.456, 0.482, -0.956, 0.489, 0.453, -0.967, 0.508, 0.473, -0.973, 0.469, 0.493, -1.011, 0.524, 0.501, -0.953, 0.476, 0.481, -1.003, 0.491, 0.495, -0.961, 0.490, 0.464, -0.931, 0.482, 0.489, -0.964, 0.457, 0.493, -0.956, 0.458, 0.478],
  "total_energy_ev": -24959.879,
  "charge": 0,
  "smiles": "O.O.O.O.O.O.O.O.O.O.O.O",
  "de_lowest_kcal_mol": 41.9,
  "lumo_ev": -0.35,
  "max_force_ev_per_a": 4.62
}

=====

{
  "formula": "H24O12",
  "method": "ωB97M-V/def2-TZVPD",
  "symbols": ["O", "H", "H", "O", "H", "H", "O", "H", "H", "O", "H", "H", "O", "H", "H", "O", "H", "H", "O", "H", "H", "O", "H", "H", "O", "H", "H", "O", "H", "H", "O", "H", "H", "O", "H", "H"],
  "positions_angstrom": [[3.2385, -1.7622, -2.6923], [3.2252, -1.2586, -1.8784], [4.0627, -2.2480, -2.6604], [-5.4085, -1.1430, 1.3855], [-5.5865, -0.2061, 1.4681], [-4.6064, -1.1899, 0.8652], [0.7481, 0.4031, 5.6938], [0.3344, 0.8506, 6.4320], [0.4906, 0.9157, 4.9275], [-0.6219, -0.0991, -0.1546], [-0.7700, -0.0416, -1.0985], [-0.1394, 0.6989, 0.0616], [-1.3980, -4.0168, 2.7995], [-1.2447, -3.1500, 2.4233], [-1.2569, -3.8990, 3.7389], [-1.6269, -3.9981, -4.2468], [-1.7075, -3.0496, -4.3472], [-1.2205, -4.2921, -5.0621], [4.3929, 1.3716, -0.0524], [3.8495, 2.1587, -0.0902], [5.2671, 1.6939, 0.1669], [0.4387, 3.1498, 2.6494], [0.8265, 3.7808, 3.2558], [-0.3419, 3.5894, 2.3124], [-0.7039, 0.0792, -3.9027], [-0.3558, 0.8789, -4.2970], [0.0436, -0.5180, -3.8715], [2.4393, 4.9041, -0.4222], [2.2338, 4.4633, 0.4022], [1.6509, 5.4062, -0.6289], [2.9204, -1.7794, 2.3219], [2.2547, -1.4143, 2.9048], [3.5120, -1.0479, 2.1453], [-5.1872, -0.0123, -3.7094], [-4.2517, 0.1743, -3.7879], [-5.5012, 0.6079, -3.0514]],
  "forces_ev_per_angstrom": [[-0.199, 0.052, -0.267], [-0.015, 0.150, 0.290], [0.170, -0.145, -0.012], [-0.152, -0.103, 0.107], [-0.079, 0.210, 0.045], [0.243, -0.109, -0.149], [0.163, -0.175, -0.019], [-0.093, 0.055, 0.227], [-0.081, 0.147, -0.286], [-0.134, -0.097, 0.236], [-0.062, -0.051, -0.402], [0.170, 0.161, 0.107], [-0.077, -0.197, -0.067], [0.056, 0.213, -0.189], [0.031, -0.011, 0.239], [-0.032, -0.121, 0.164], [-0.083, 0.273, 0.015], [0.101, -0.123, -0.188], [-0.107, -0.305, 0.054], [-0.168, 0.231, -0.106], [0.255, 0.052, 0.023], [0.169, -0.209, -0.143], [0.146, 0.155, 0.223], [-0.288, 0.063, -0.076], [-0.327, -0.017, 0.218], [0.073, 0.216, -0.130], [0.294, -0.266, 0.031], [0.241, -0.097, -0.097], [-0.099, -0.127, 0.293], [-0.171, 0.150, -0.119], [0.040, -0.214, -0.092], [-0.193, 0.040, 0.181], [0.173, 0.208, -0.108], [-0.128, -0.109, -0.115], [0.299, -0.016, -0.055], [-0.136, 0.117, 0.164]],
  "nbo_charge": [-0.946, 0.476, 0.470, -0.933, 0.462, 0.471, -0.939, 0.468, 0.470, -0.942, 0.477, 0.464, -0.934, 0.469, 0.465, -0.932, 0.467, 0.465, -0.943, 0.472, 0.471, -0.944, 0.473, 0.472, -0.954, 0.473, 0.482, -0.939, 0.469, 0.470, -0.936, 0.468, 0.468, -0.933, 0.469, 0.464],
  "total_energy_ev": -24958.847,
  "charge": 0,
  "smiles": "O.O.O.O.O.O.O.O.O.O.O.O",
  "de_lowest_kcal_mol": 65.7,
  "lumo_ev": -0.43,
  "max_force_ev_per_a": 0.41
}